Entry 1:
The following is a DFT calculation (the ωB97M-V functional and the def2-TZVPD basis) of 16 unconnected molecules or ions with the total composition C64H176N16O16 in a non-equilibrium geometry.

```
272
C64H176N16O16 (the ωB97M-V functional and the def2-TZVPD basis)
C 15.86252 -25.23476 17.67779
C 15.06481 -26.22375 18.50352
C 14.96202 -27.67615 17.89672
O 13.96898 -28.37249 18.67072
C 13.86373 -29.72605 18.34926
N 15.80101 -26.26369 19.79121
H 16.90767 -25.52528 17.57110
H 15.75529 -24.29268 18.21546
H 15.42463 -25.17815 16.68123
H 14.04159 -25.85468 18.57351
H 15.90407 -28.22443 17.90197
H 14.62176 -27.56846 16.86680
H 13.23633 -30.33177 19.00315
H 14.81530 -30.23829 18.20709
H 13.33487 -29.69238 17.39675
H 15.45016 -27.14738 20.13195
H 15.60958 -25.49138 20.41329
C 15.88759 -11.97939 21.03798
C 15.46456 -12.24085 19.56050
C 14.62149 -13.48676 19.46538
O 15.34984 -14.66818 19.87413
C 14.35121 -15.65182 20.15293
N 14.65893 -11.15295 19.11757
H 15.00448 -11.80860 21.65364
H 16.55828 -11.13544 21.19926
H 16.30674 -12.85670 21.53068
H 16.39619 -12.39609 19.01638
H 14.26879 -13.60884 18.44127
H 13.77620 -13.35194 20.14021
H 13.81907 -15.94374 19.24755
H 13.68788 -15.42748 20.98825
H 14.85035 -16.57318 20.45302
H 14.22371 -11.35874 18.22970
H 15.17323 -10.29119 19.00372
C 16.63227 -14.22667 15.30460
C 17.77449 -13.66627 14.49904
C 17.20313 -12.38644 13.74582
O 16.17110 -12.78367 12.83840
C 16.04381 -11.84809 11.76368
N 18.89947 -13.21815 15.33900
H 16.25812 -13.46465 15.98829
H 16.94925 -15.15595 15.77795
H 15.76568 -14.43342 14.67660
H 18.13298 -14.33686 13.71808
H 18.06087 -12.06781 13.15349
H 16.95825 -11.47374 14.28907
H 16.23298 -10.83638 12.12254
H 15.09254 -11.84150 11.23157
H 16.76034 -12.16986 11.00792
H 18.33427 -12.64337 15.94752
H 19.17967 -13.93206 15.99622
C 10.04308 -25.18828 13.05437
C 8.99112 -24.34430 13.62578
C 9.48125 -23.59127 14.84628
O 10.43236 -24.24726 15.66419
C 9.80731 -25.42260 16.33968
N 8.50192 -23.47471 12.61220
H 9.66598 -25.97425 12.40002
H 10.71006 -25.71151 13.73955
H 10.72425 -24.56688 12.47301
H 8.22947 -25.03645 13.98481
H 8.54044 -23.41530 15.36782
H 9.89688 -22.59998 14.66543
H 9.71419 -26.12871 15.51453
H 8.87077 -25.25994 16.87310
H 10.45825 -25.84316 17.10616
H 8.00551 -22.64997 12.91798
H 9.22792 -23.17199 11.97864
C 19.63693 -20.89456 15.74383
C 19.23811 -22.03492 14.71844
C 18.87038 -23.34795 15.48913
O 18.61078 -24.32704 14.49205
C 18.61080 -25.63443 15.01583
N 18.09202 -21.62550 13.92413
H 18.77822 -20.83945 16.41291
H 19.86260 -19.94803 15.25264
H 20.48921 -21.09842 16.39202
H 20.11784 -22.19489 14.09507
H 18.06272 -23.22760 16.21114
H 19.70736 -23.66890 16.10925
H 19.25671 -25.79964 15.87816
H 18.68666 -26.42976 14.27435
H 17.62097 -25.88064 15.40015
H 17.33759 -21.45218 14.57288
H 17.78637 -22.48543 13.49148
C 6.42884 -22.61094 19.14517
C 7.51465 -21.68105 19.40645
C 8.90113 -22.32601 19.11839
O 9.95733 -21.41163 19.56416
C 10.36414 -21.56179 20.90404
N 7.35798 -20.57072 18.48897
H 6.40042 -23.13673 18.19079
H 5.44380 -22.18724 19.34083
H 6.39891 -23.27259 20.01086
H 7.30760 -21.30769 20.40936
H 9.03340 -22.47221 18.04636
H 8.87177 -23.29430 19.61805
H 11.13853 -20.82439 21.11535
H 10.72523 -22.56252 21.14121
H 9.54856 -21.52980 21.62645
H 7.54778 -20.91024 17.55688
H 8.04255 -19.86429 18.71792
C 9.15502 -18.86676 16.38640
C 9.31593 -18.10479 17.78131
C 10.60592 -17.23012 17.84738
O 10.72795 -16.81556 19.25575
C 11.36159 -17.68890 20.04440
N 8.12438 -17.37088 18.18947
H 8.32546 -19.57364 16.37121
H 10.05386 -19.45745 16.20952
H 9.03699 -18.14405 15.57902
H 9.44648 -18.91501 18.49866
H 10.55168 -16.34806 17.20930
H 11.42855 -17.82599 17.45203
H 11.51247 -17.32644 21.06123
H 12.40901 -17.80592 19.76635
H 10.95699 -18.69646 20.14046
H 8.54146 -16.87921 18.96690
H 8.08254 -16.56893 17.57691
C 8.53032 -24.34695 22.34198
C 7.57797 -25.50228 22.74077
C 8.21743 -26.87053 22.41523
O 8.19867 -27.08989 21.04305
C 8.84264 -28.22540 20.59156
N 7.21334 -25.35413 24.14121
H 8.68982 -24.33383 21.26379
H 9.46603 -24.64413 22.81551
H 8.22588 -23.33589 22.61247
H 6.67039 -25.48115 22.13751
H 7.70886 -27.70492 22.89821
H 9.24376 -26.86832 22.78228
H 9.18852 -28.12099 19.56318
H 8.23963 -29.09848 20.84093
H 9.76393 -28.38768 21.15101
H 8.06404 -25.22746 24.67070
H 6.90162 -26.26317 24.45196
C 15.90394 -19.51759 17.97986
C 15.58780 -20.96278 17.74108
C 14.03669 -21.27413 17.90323
O 13.75933 -22.66485 17.57156
C 12.72574 -23.32311 18.25932
N 15.83011 -21.10563 16.30571
H 15.40302 -18.76653 17.36904
H 16.96032 -19.26093 17.90066
H 15.61184 -19.34008 19.01488
H 16.09327 -21.74185 18.31174
H 13.39076 -20.80974 17.15811
H 13.70516 -20.93763 18.88556
H 12.66899 -24.35590 17.91549
H 11.82778 -22.72211 18.11586
H 12.71889 -23.36859 19.34835
H 15.46508 -22.01125 16.04745
H 15.10586 -20.55255 15.87020
C 17.27068 -17.41231 12.58729
C 16.58579 -18.10471 13.75541
C 15.37049 -18.92235 13.29177
O 14.44312 -19.36787 14.33045
C 13.51860 -20.43543 14.09226
N 17.52801 -18.97891 14.48229
H 16.80934 -16.45427 12.34770
H 17.16638 -18.08271 11.73419
H 18.33947 -17.24159 12.71622
H 16.10856 -17.44987 14.48448
H 15.70348 -19.72714 12.63639
H 14.79032 -18.35867 12.56117
H 14.04369 -21.03740 13.35063
H 12.72587 -19.91964 13.55037
H 13.17194 -20.99360 14.96195
H 18.02112 -19.71042 13.99053
H 17.17194 -19.37232 15.34167
C 14.59420 -28.16289 11.74348
C 14.17353 -27.32495 12.92608
C 15.04321 -26.15075 13.26068
O 15.30032 -25.34437 12.14084
C 15.78961 -23.96635 12.37138
N 12.91631 -26.79123 12.39404
H 15.58111 -28.62438 11.77740
H 14.66372 -27.59592 10.81515
H 13.89559 -28.92502 11.39824
H 13.93426 -27.91599 13.81011
H 15.90503 -26.61966 13.73555
H 14.58013 -25.57994 14.06555
H 14.93018 -23.29814 12.31680
H 16.49278 -23.56011 11.64432
H 16.29260 -23.76975 13.31819
H 12.50538 -26.46172 13.25583
H 13.15180 -25.89225 11.99846
C 9.68596 -30.98329 13.95927
C 10.07713 -29.55595 14.08246
C 11.21694 -29.36506 15.05545
O 10.99213 -30.06797 16.25439
C 10.31956 -29.28369 17.20365
N 10.44378 -29.07185 12.78287
H 10.59436 -31.56362 13.79770
H 8.93143 -31.11587 13.18390
H 9.14063 -31.37003 14.82018
H 9.20866 -29.08860 14.54660
H 11.52886 -28.32243 15.11646
H 12.12641 -29.75097 14.59498
H 9.40770 -28.90993 16.73791
H 10.98157 -28.45847 17.46608
H 10.03689 -29.92437 18.03895
H 10.72217 -28.10120 12.80360
H 11.12796 -29.62377 12.28550
C 22.33215 -13.94923 16.87822
C 21.71706 -14.24524 18.19019
C 21.90877 -13.09698 19.18923
O 21.56843 -13.55671 20.55670
C 21.10262 -12.43078 21.32661
N 20.33233 -14.48030 18.07147
H 22.30529 -14.83462 16.24303
H 23.35845 -13.58968 16.95265
H 21.68890 -13.40843 16.18405
H 22.15504 -15.10607 18.69541
H 21.31460 -12.20454 18.99278
H 22.95651 -12.80790 19.27156
H 20.75110 -12.72028 22.31692
H 20.24001 -11.85272 20.99520
H 21.81103 -11.62324 21.51132
H 20.05862 -14.35194 19.03517
H 20.15145 -15.45160 17.86180
C 18.66611 -22.87935 19.40736
C 19.06223 -22.12987 20.65661
C 18.45496 -22.68413 21.99464
O 17.05617 -22.75222 22.10322
C 16.29632 -21.52038 22.22332
N 20.53123 -22.04118 20.76504
H 17.63222 -22.80892 19.06941
H 18.93888 -23.92438 19.55431
H 19.34036 -22.68355 18.57360
H 18.71133 -21.10594 20.52800
H 18.73283 -22.12542 22.88836
H 18.90445 -23.66737 22.13361
H 16.46685 -21.03320 23.18336
H 15.23271 -21.69530 22.38527
H 16.54863 -20.80315 21.44228
H 20.86215 -21.93105 21.71290
H 20.64894 -21.17333 20.26195
C 12.80743 -23.52926 23.71587
C 13.63552 -24.76940 23.67727
C 13.89516 -25.25770 22.27569
O 12.59497 -25.90772 21.93230
C 12.37830 -26.09995 20.59873
N 14.87304 -24.65385 24.39514
H 12.66226 -23.04962 22.74790
H 13.25784 -22.84557 24.43546
H 11.80515 -23.81678 24.03349
H 13.10992 -25.54872 24.22908
H 14.67695 -26.01535 22.22191
H 14.09363 -24.56827 21.45508
H 12.95657 -26.94248 20.21947
H 12.55880 -25.25555 19.93352
H 11.37121 -26.32180 20.24568
H 15.25101 -25.53198 24.72089
H 15.60243 -24.22938 23.84023
C 17.42805 -17.78671 21.15289
C 18.68742 -16.88340 20.98570
C 19.74799 -17.56091 20.05781
O 19.18578 -17.61889 18.81564
C 20.04250 -18.31927 17.89178
N 18.21610 -15.55978 20.59247
H 17.65316 -18.76410 21.57965
H 16.86007 -17.96653 20.24011
H 16.80065 -17.31045 21.90632
H 19.12542 -16.79506 21.97993
H 20.10856 -18.48476 20.51013
H 20.56014 -16.84189 19.95049
H 21.07978 -17.98463 17.90532
H 19.72158 -18.17667 16.85990
H 19.98927 -19.38854 18.09654
H 17.47094 -15.36008 21.24437
H 17.80795 -15.75015 19.68844
```

Output
Relative energy (zero: lowest compared OMol25 entry of this formula, charge and spin): 857.8 kJ/mol
Net charge: 0
Highest occupied orbital energy: -0.304 hartree
Frontier orbital gap: 8.64 eV
LUMO energy: 0.4 eV

---

Entry 2:
The following is a DFT calculation (the ωB97M-V functional and the def2-TZVPD basis) of a molecular structure, C25H18BrN4O5RuS3.

```
57
C25H18BrN4O5RuS3 (the ωB97M-V functional and the def2-TZVPD basis)
Ru 0.92330 0.36139 0.18953
S 2.80232 -0.11663 2.18699
C 2.89504 1.57888 1.77380
C 3.60608 2.51560 2.50832
C 3.60116 3.83553 2.08243
C 2.88943 4.19267 0.94460
C 2.18091 3.21586 0.26955
N 2.18627 1.94837 0.68188
H 4.14952 2.20077 3.38714
H 4.14790 4.58493 2.63924
H 2.86583 5.21301 0.59151
H 1.58607 3.43501 -0.60746
Br 0.27259 1.41411 -2.61027
C 1.81654 0.86250 -3.58426
C 2.20749 1.61964 -4.67402
C 3.29465 1.20705 -5.42799
C 3.96613 0.03692 -5.10578
C 3.55184 -0.72182 -4.02233
C 2.47881 -0.30354 -3.24398
C 2.07998 -1.14666 -2.07277
O 1.72143 -2.28754 -2.16299
O 2.21645 -0.52478 -0.88973
H 1.66091 2.51612 -4.93474
H 3.60780 1.79828 -6.27775
H 4.80707 -0.29005 -5.70192
H 4.05584 -1.64494 -3.76828
O -1.08093 1.61193 0.06201
S -1.35919 1.75468 1.50416
O -1.60583 3.07652 1.96499
N -0.05798 1.00083 2.14133
C -0.39909 0.01640 2.98954
S 0.72222 -0.85736 3.83643
C -1.85808 -0.26118 2.97567
C -2.54060 -1.28646 3.60921
C -3.89807 -1.42813 3.35120
C -4.56643 -0.55701 2.49547
C -3.89380 0.48918 1.87365
C -2.54213 0.59758 2.12005
H -2.01954 -1.96312 4.27406
H -4.44827 -2.23458 3.81651
H -5.62016 -0.70541 2.30452
H -4.40543 1.17752 1.21370
N -4.18994 -1.57797 -1.66623
C -3.90462 -2.31499 -0.56200
O -4.74277 -2.87249 0.11369
C -2.45358 -2.38648 -0.17434
C -1.97147 -3.53257 0.44625
C -0.64947 -3.57573 0.84795
C 0.13412 -2.45006 0.68075
N -0.34848 -1.32513 0.13394
C -1.60902 -1.30530 -0.32267
H -5.14548 -1.59066 -1.98609
H -3.47749 -1.36713 -2.34352
H -2.64093 -4.36948 0.59959
H -0.22352 -4.45863 1.30195
H 1.16878 -2.42723 0.99309
H -1.94419 -0.37818 -0.76556
```

Output
<S²>: 6.024
Spin multiplicity: 5
Net charge: +1
Highest occupied orbital energy (alpha / beta): -0.399 / -0.438 hartree
Frontier orbital gap (alpha / beta): 6.95 / 6.89 eV
LUMO energy (alpha / beta): -3.9 / -5.0 eV

---

In order of appearance, energy = -4623.3583; -5421.9678 a.u..